{
  "formula": "C23H42F3N5O4PS3",
  "method": "wB97M-V/def2-TZVPD",
  "energy_ha": -3311.397457,
  "largest_force_ev_per_a": 5.04,
  "orbital_gap_ev": 7.136,
  "homo_energy_ev": -10.530,
  "total_charge": 1,
  "symbols": ["H", "C", "F", "H", "H", "C", "H", "H", "N", "C", "H", "H", "H", "H", "C", "C", "H", "H", "H", "H", "C", "H", "H", "C", "C", "O", "C", "N", "C", "C", "O", "C", "O", "H", "H", "C", "C", "C", "H", "N", "S", "H", "H", "H", "H", "S", "C", "H", "H", "H", "C", "H", "C", "F", "H", "H", "H", "N", "H", "O", "C", "H", "C", "H", "C", "H", "H", "H", "S", "N", "P", "F", "H", "H", "H", "H", "C", "H", "H", "C", "H"],
  "positions_angstrom": [[2.162, 4.261, -5.312], [0.799, 2.478, -5.032], [-6.707, -1.622, -5.357], [3.084, -2.839, 0.922], [5.253, -0.684, 3.051], [-0.702, 0.942, -0.196], [-0.201, 2.969, -5.284], [5.678, -3.160, 1.113], [-0.666, 0.598, -3.944], [1.610, 1.971, -6.367], [-0.817, 1.983, -0.688], [6.803, -2.435, 2.401], [1.202, 2.425, -7.331], [3.895, -1.839, 6.943], [4.751, -1.371, 2.281], [-4.522, 1.902, 3.220], [-4.500, 1.303, 4.132], [0.974, 1.577, -3.001], [-4.835, 2.916, 3.461], [-0.582, -1.197, -0.905], [4.000, -4.209, 2.497], [-4.150, -1.515, -5.553], [0.569, -2.915, 8.597], [0.697, 1.200, -4.063], [0.509, 0.940, 0.914], [-1.280, 2.691, 1.826], [-2.840, 4.290, 2.690], [1.884, -1.725, 6.476], [2.951, -1.621, 7.447], [-0.305, -0.148, -1.314], [-0.017, -2.506, 5.586], [-4.325, -0.829, -4.642], [5.243, -3.705, 3.101], [0.839, -0.154, -1.447], [2.713, 2.290, -6.204], [5.700, -2.678, 2.154], [-2.893, -0.320, -4.164], [3.000, -2.993, 2.056], [4.303, -4.832, 1.587], [-2.409, -0.551, -2.809], [-0.812, -0.389, -7.796], [1.916, -1.127, 5.662], [-2.825, 0.963, 2.358], [-3.014, 4.369, 3.765], [1.647, 0.814, -6.402], [1.123, -0.760, 1.336], [0.647, -3.483, 7.668], [-3.752, 4.529, 2.139], [3.513, -4.903, 3.267], [-1.683, 0.662, 0.341], [-6.341, -0.293, -5.713], [-5.233, 1.460, 2.518], [1.726, 3.677, -4.412], [-7.529, 0.490, -5.566], [2.974, -0.596, 7.821], [0.150, 1.520, 1.856], [4.709, -0.879, 1.238], [3.410, -1.770, 2.822], [2.819, -2.308, 8.281], [-5.268, 0.235, -4.945], [-2.374, 2.902, 2.343], [-2.070, 5.010, 2.412], [-1.756, 0.418, -4.901], [-4.769, -1.491, -3.801], [2.425, -0.668, 2.644], [1.497, -4.168, 7.712], [-1.341, 2.291, -6.945], [1.384, 1.530, 0.435], [2.613, 0.652, 3.690], [-3.206, 1.862, 2.618], [-1.763, 0.944, -6.713], [-5.993, -0.320, -7.086], [-0.263, -4.070, 7.544], [1.940, -3.349, 2.291], [2.534, 3.293, -3.703], [-2.942, -1.056, -2.082], [0.799, -2.546, 6.500], [-3.148, 0.876, -7.149], [0.984, 4.403, -3.894], [-1.082, 0.003, -2.700], [1.483, 0.383, -4.294]],
  "forces_ev_per_a": [[-0.52, -1.05, 1.67], [1.84, -0.20, -0.97], [1.08, 3.15, -0.72], [-0.11, -0.08, 1.45], [-0.95, -0.80, -1.33], [0.63, -0.65, 0.38], [1.25, -1.05, 0.50], [-0.03, 0.91, 1.22], [-3.57, -2.48, 2.54], [0.42, -0.29, 0.77], [0.33, -1.67, 1.15], [-1.95, -0.25, -0.31], [0.68, -0.75, 1.30], [0.10, 0.00, 0.25], [1.85, 0.06, 0.33], [0.06, -0.48, -0.03], [-0.24, 0.13, 0.03], [-0.72, -0.73, -1.64], [0.13, -0.11, -0.07], [0.50, 1.66, -0.84], [0.07, -0.13, 0.36], [-0.32, 1.19, 1.30], [0.14, -0.13, 0.03], [1.15, 1.29, 1.16], [0.24, 2.02, 0.06], [-0.79, 0.65, 0.24], [0.09, 0.12, -0.04], [-0.52, -0.46, 0.16], [0.07, 0.30, -0.40], [-0.27, -0.46, -0.40], [0.02, -0.11, 0.10], [1.36, -1.50, 0.53], [-1.11, 0.91, -1.99], [-1.86, 0.07, -0.13], [-1.85, -0.41, -0.52], [0.23, -0.39, 0.49], [2.80, 2.05, -0.58], [0.44, -1.68, -0.02], [-0.60, 0.80, 1.05], [2.63, 2.30, -3.46], [-0.09, 0.60, 0.59], [0.11, -0.01, 0.03], [-0.07, 0.06, 0.21], [-0.15, 0.06, -0.09], [-0.40, 2.02, -0.35], [0.72, -0.34, 0.40], [-0.12, -0.13, 0.05], [-0.04, 0.03, 0.19], [0.70, 1.18, -1.05], [1.49, 0.45, -1.09], [-1.62, -0.04, -0.76], [-0.19, 0.11, 0.19], [-1.64, 0.23, -0.40], [3.79, -1.96, -0.34], [0.19, -0.11, 0.19], [0.88, -1.38, -1.89], [-0.16, -0.54, 1.57], [-2.31, 0.43, -2.73], [-0.06, 0.06, -0.14], [-1.51, -1.65, -1.14], [0.06, -0.25, 0.04], [-0.04, -0.21, 0.01], [-2.44, -1.20, 3.26], [0.84, 1.11, -1.33], [1.32, 1.28, 1.64], [-0.01, 0.09, 0.18], [-0.42, -0.44, 0.74], [-1.28, -1.00, 0.87], [-0.57, -1.58, -1.84], [0.42, 0.58, -0.28], [-0.10, -1.99, -1.19], [-0.83, 0.07, 3.19], [0.11, 0.15, -0.10], [1.40, 0.85, -0.17], [-1.10, 0.62, -1.07], [0.77, 0.56, -0.54], [0.01, 0.34, -0.48], [0.71, 0.56, 1.06], [1.58, -1.13, -0.42], [-1.15, -0.53, -0.64], [-1.51, 1.31, 0.01]]
}

{
  "formula": "C7H16MnN2O4S3",
  "method": "wB97M-V/def2-TZVPD",
  "energy_ha": -3032.408565,
  "multiplicity": 6,
  "largest_force_ev_per_a": 4.98,
  "orbital_gap_ev": [3.048, 3.100],
  "homo_energy_ev": [1.431, 1.365],
  "total_charge": -2,
  "relative_energy_kj_mol": 19.5,
  "symbols": ["H", "H", "S", "H", "N", "N", "H", "H", "O", "C", "C", "C", "H", "C", "H", "Mn", "H", "H", "C", "S", "O", "H", "C", "H", "H", "O", "C", "S", "H", "H", "H", "O", "H"],
  "positions_angstrom": [[-2.095, 1.193, 2.855], [2.027, -1.822, -2.847], [0.246, -2.935, 3.494], [0.894, -2.000, -0.805], [0.863, -1.066, -1.203], [-1.755, -0.004, -2.394], [1.966, -0.838, 4.362], [1.975, -0.076, -2.674], [-0.684, 2.152, -0.686], [0.147, -1.263, 3.454], [-1.065, 0.843, 3.109], [1.086, -0.307, 4.133], [0.713, 0.018, 5.136], [-0.896, 0.084, -3.630], [1.405, 0.558, 3.518], [-0.724, 0.150, -0.386], [-2.369, 0.817, -2.332], [-0.982, 1.052, 4.201], [1.342, -0.971, -2.603], [0.667, 2.382, 0.011], [0.425, 3.466, 0.955], [-0.559, -1.837, -3.045], [0.097, -1.085, -3.482], [0.316, -1.460, -4.471], [1.457, -0.481, -0.562], [0.791, 1.036, 0.781], [-0.856, -0.567, 2.693], [-1.628, -1.301, 1.308], [-0.437, 1.079, -3.560], [-1.533, 0.051, -4.563], [-0.290, 1.489, 2.605], [1.848, 2.400, -0.856], [-2.392, -0.755, -2.517]],
  "forces_ev_per_a": [[0.69, -0.11, -0.23], [-0.49, 0.44, 0.09], [0.91, -1.71, 0.26], [-0.20, 0.00, -0.16], [1.92, 0.64, 0.52], [-0.31, 1.47, -1.12], [1.31, -0.87, 0.30], [-0.64, 0.09, -0.34], [0.74, 0.81, -1.42], [-3.05, 3.02, -2.52], [-0.46, 1.73, -0.53], [-0.15, 0.19, 1.02], [0.07, 0.17, -0.61], [-0.38, 0.53, 1.17], [-0.56, -0.30, 0.28], [-0.99, -0.93, 1.39], [0.45, -0.08, 0.04], [0.06, -0.50, -0.52], [-0.03, -0.79, 0.76], [-0.67, -2.05, 2.56], [1.12, 0.32, -0.74], [0.37, -0.55, 0.16], [-0.59, 0.30, -1.06], [0.46, -0.07, -0.47], [-0.35, -0.58, -0.56], [0.36, 1.20, -0.81], [2.70, -1.73, 2.45], [-0.97, -0.02, -0.45], [0.16, -0.28, -0.22], [0.80, -0.22, 0.75], [-1.05, -0.18, 0.46], [-0.68, 1.12, -0.59], [-0.52, -1.04, 0.10]]
}

{
  "formula": "C34H71Br20ClFNO3Si2",
  "method": "wB97M-V/def2-TZVPD",
  "energy_ha": -54238.024916,
  "largest_force_ev_per_a": 0.85,
  "orbital_gap_ev": 9.422,
  "homo_energy_ev": -9.252,
  "total_charge": 0,
  "symbols": ["H", "C", "H", "H", "H", "H", "H", "H", "C", "H", "Br", "C", "H", "C", "Br", "H", "C", "H", "C", "H", "H", "C", "Br", "Br", "C", "H", "H", "H", "C", "Br", "Br", "Br", "H", "H", "C", "H", "Br", "C", "N", "H", "H", "H", "C", "Br", "H", "C", "O", "H", "H", "H", "Si", "H", "C", "C", "H", "H", "H", "H", "H", "Br", "Br", "C", "Cl", "H", "Br", "Br", "H", "Br", "Si", "H", "Br", "C", "H", "H", "H", "H", "Br", "C", "C", "H", "C", "H", "H", "H", "O", "H", "H", "C", "H", "C", "H", "H", "H", "H", "H", "H", "H", "C", "Br", "H", "H", "C", "C", "H", "Br", "H", "C", "F", "C", "C", "C", "H", "Br", "C", "O", "H", "H", "H", "H", "H", "H", "H", "C", "Br", "C", "H", "H", "H", "H", "C", "H", "C", "H"],
  "positions_angstrom": [[-5.132, -0.484, 3.467], [-3.692, 5.869, -4.557], [1.974, -2.307, -2.117], [-4.182, 7.944, -4.744], [7.315, -1.014, 5.536], [4.852, 5.534, -4.697], [-2.994, -2.955, -1.993], [1.077, -5.200, 0.818], [1.321, -0.185, -0.119], [-4.901, -3.058, 3.127], [2.033, -2.582, 8.799], [-2.479, 1.915, -0.225], [1.589, 0.640, 0.548], [-1.514, -10.093, 3.232], [-3.249, 7.774, -2.461], [-0.425, 3.658, -6.465], [7.225, 1.098, 5.856], [0.247, 3.002, 4.379], [-0.816, -0.594, -9.672], [3.328, -3.558, 4.871], [-3.392, 3.892, -0.080], [0.042, 2.718, -6.172], [3.319, -1.077, 4.733], [2.088, 8.040, -5.578], [-2.023, -3.224, -1.573], [-0.053, 3.605, -2.350], [-0.794, 1.365, 0.980], [-2.847, -0.857, -10.286], [0.777, 2.824, -4.816], [0.039, -8.282, 4.840], [-4.695, -1.965, 0.929], [-2.707, 0.080, 3.333], [3.688, -2.244, -1.697], [3.477, 7.251, -3.694], [-1.009, 1.642, -6.200], [-4.109, 2.667, 0.945], [-0.779, -2.948, 6.488], [4.191, 6.097, -5.352], [-0.498, 0.339, -5.860], [-1.705, -4.230, -1.835], [1.642, 2.157, -4.857], [-3.793, 5.737, 1.294], [-0.959, -9.938, 4.624], [0.330, -2.101, 2.963], [-2.081, -0.391, -2.303], [2.570, -0.576, -0.918], [0.505, 1.137, -2.507], [-0.252, -10.735, 4.840], [-1.142, 0.016, -8.831], [0.322, -0.970, 9.566], [-0.125, 0.487, -1.114], [-2.035, -0.910, -0.599], [-0.973, -2.186, -1.905], [-0.960, 1.768, -0.030], [1.783, -2.889, 5.432], [-1.135, -7.330, 0.799], [-2.729, 2.040, -1.283], [-0.429, 0.047, -10.457], [2.243, 4.504, 3.676], [-3.054, -8.949, 2.932], [7.332, -0.084, 3.248], [2.532, -2.851, 4.649], [2.426, -3.160, 0.036], [-3.976, 5.682, -5.590], [3.522, 4.819, -6.653], [-2.145, 4.738, -4.230], [-2.163, -2.272, -9.457], [1.348, 1.966, 2.430], [-0.176, 2.437, -3.255], [-2.948, 0.980, 0.092], [-1.773, -5.100, 1.670], [3.075, 6.718, -4.552], [2.649, -2.805, 2.490], [0.971, -0.999, 0.524], [-0.784, -9.845, 2.468], [-0.843, -3.207, 8.960], [-1.583, -2.269, -11.871], [-2.376, 3.504, 1.797], [2.242, 3.776, 4.481], [2.350, 5.982, -4.218], [1.267, 2.650, 4.245], [6.199, 1.312, 5.574], [-1.867, -11.111, 3.082], [-3.845, 6.172, 3.011], [-3.171, 4.292, 2.671], [-1.159, -0.106, -5.226], [-3.192, -2.745, 2.757], [-4.241, -1.079, 3.640], [-4.181, -1.356, 4.690], [7.770, -0.109, 5.139], [1.397, -6.914, 0.467], [4.764, 6.834, -5.905], [-1.613, 2.195, -3.478], [-1.688, -1.733, 8.442], [7.284, 0.956, 6.933], [8.850, -0.180, 5.209], [1.167, 3.842, -4.744], [-3.153, 3.052, 0.575], [0.689, -1.654, -9.028], [-0.492, -0.232, -6.700], [1.704, -4.157, 3.157], [-3.380, 7.326, -4.349], [-4.189, -2.315, 2.777], [3.448, -0.365, -0.298], [0.209, -5.827, -1.407], [-2.286, 6.100, 2.162], [-1.440, -0.790, -1.510], [-0.723, -2.222, -3.284], [-0.784, -2.327, 8.328], [0.642, -6.130, 0.462], [-1.953, -1.460, -10.145], [0.638, -0.775, 7.828], [4.067, 3.131, 4.651], [1.964, -3.106, 3.278], [-2.161, 1.848, -6.470], [2.682, 0.049, -1.807], [1.453, 1.803, 4.899], [-1.498, 4.103, 1.519], [-0.209, -6.918, 2.257], [-0.443, 2.732, -0.058], [-2.140, -3.221, -0.488], [-2.437, 7.613, -4.804], [2.684, -2.030, -1.338], [8.258, 2.703, 5.480], [-0.544, -6.560, 1.286], [-4.474, 5.515, -3.893], [0.787, 2.500, -6.946], [-0.065, -2.461, -1.358], [-2.027, 2.639, 2.360], [-3.274, 5.633, 2.256], [2.018, 4.274, 5.423], [0.435, -1.491, 8.618], [-1.741, -9.926, 5.377]],
  "forces_ev_per_a": [[0.00, 0.01, -0.03], [0.09, -0.06, -0.12], [-0.06, -0.04, 0.11], [-0.01, -0.01, 0.00], [-0.02, 0.01, 0.01], [-0.01, 0.00, 0.02], [0.07, -0.12, -0.19], [-0.04, -0.08, 0.02], [-0.19, 0.10, -0.65], [0.00, 0.02, 0.07], [0.01, 0.01, -0.07], [-0.02, 0.15, 0.00], [0.05, -0.34, -0.27], [-0.13, 0.01, 0.00], [0.05, -0.01, -0.02], [-0.08, -0.02, 0.16], [0.10, 0.07, 0.06], [-0.02, 0.03, 0.01], [0.08, -0.06, 0.10], [0.04, 0.03, -0.04], [0.16, 0.07, 0.06], [0.12, 0.26, -0.23], [0.06, 0.13, 0.10], [-0.03, -0.05, -0.01], [-0.06, 0.19, 0.30], [-0.06, 0.00, 0.01], [-0.04, 0.14, -0.16], [0.01, 0.02, 0.02], [-0.10, -0.02, -0.50], [-0.05, 0.01, 0.02], [0.11, 0.08, 0.09], [-0.06, -0.04, -0.08], [-0.04, 0.01, -0.04], [0.02, -0.01, 0.00], [0.38, -0.10, -0.15], [-0.03, 0.14, -0.02], [-0.14, -0.03, -0.02], [-0.04, -0.12, 0.02], [-0.17, 0.08, 0.29], [-0.29, 0.22, -0.27], [-0.03, -0.01, 0.24], [0.04, -0.04, 0.07], [0.12, 0.02, 0.00], [-0.04, 0.02, 0.17], [-0.21, -0.11, 0.13], [0.41, -0.03, 0.61], [-0.19, 0.09, 0.05], [0.00, -0.01, -0.02], [-0.03, 0.01, -0.02], [-0.01, -0.01, 0.01], [0.06, -0.26, 0.36], [-0.11, 0.14, -0.06], [-0.72, -0.17, 0.42], [-0.30, -0.15, 0.06], [0.00, -0.05, -0.01], [0.02, -0.01, -0.01], [0.01, -0.02, 0.03], [-0.03, 0.01, -0.01], [-0.03, -0.01, -0.02], [0.07, 0.05, -0.03], [0.03, 0.02, -0.03], [-0.01, 0.07, -0.01], [0.11, 0.02, -0.19], [0.01, 0.03, -0.01], [0.02, 0.03, -0.07], [-0.31, 0.47, -0.01], [-0.01, 0.02, 0.03], [0.18, 0.25, 0.65], [0.55, 0.06, 0.17], [0.06, -0.04, -0.09], [0.05, -0.15, -0.03], [0.00, 0.11, -0.01], [-0.01, -0.07, 0.14], [0.15, 0.11, 0.00], [0.03, -0.03, 0.01], [0.01, 0.02, 0.03], [0.02, -0.04, 0.03], [0.03, 0.41, -0.07], [0.00, -0.11, 0.12], [0.02, -0.02, 0.03], [-0.02, 0.07, -0.06], [-0.02, -0.04, 0.01], [0.01, -0.01, 0.02], [0.01, -0.04, 0.02], [0.02, -0.07, 0.19], [-0.04, -0.10, -0.11], [0.00, -0.01, 0.01], [0.13, -0.03, 0.03], [-0.01, -0.04, -0.01], [-0.10, -0.04, -0.06], [0.00, -0.01, 0.02], [-0.01, 0.03, 0.02], [0.01, -0.29, -0.08], [0.02, 0.03, -0.01], [0.01, -0.02, 0.00], [0.00, 0.01, 0.04], [0.04, -0.04, 0.06], [-0.18, -0.32, -0.09], [-0.09, 0.09, -0.03], [0.28, -0.11, 0.03], [-0.03, -0.01, 0.04], [-0.05, 0.06, 0.09], [-0.06, -0.02, -0.07], [0.00, 0.00, -0.01], [0.23, -0.26, 0.12], [0.01, -0.03, 0.01], [0.52, -0.06, -0.12], [0.35, 0.08, -0.02], [0.00, 0.01, -0.09], [0.01, 0.03, -0.05], [-0.03, 0.01, -0.12], [-0.02, 0.01, 0.00], [0.04, 0.02, -0.08], [-0.03, 0.02, -0.02], [-0.33, 0.04, -0.01], [-0.08, -0.12, -0.08], [0.00, 0.00, 0.01], [0.10, -0.17, -0.08], [-0.01, 0.00, 0.00], [0.01, -0.07, -0.06], [-0.03, -0.02, -0.03], [0.00, -0.01, -0.02], [-0.06, 0.13, -0.43], [-0.07, -0.04, -0.03], [-0.06, 0.00, 0.05], [-0.02, 0.02, 0.00], [-0.08, -0.15, 0.01], [0.18, 0.01, -0.34], [-0.08, 0.08, 0.11], [-0.10, 0.09, -0.13], [-0.01, -0.01, 0.00], [0.05, -0.03, 0.11], [-0.01, -0.02, 0.00]]
}

{
  "formula": "C6H9N",
  "method": "wB97M-V/def2-TZVPD",
  "energy_ha": -288.608753,
  "largest_force_ev_per_a": 0.77,
  "orbital_gap_ev": [7.161, 7.156],
  "homo_energy_ev": [-6.848, -6.845],
  "total_charge": 0,
  "relative_energy_kj_mol": 455.0,
  "symbols": ["H", "C", "H", "H", "H", "C", "H", "H", "H", "H", "N", "C", "H", "C", "C", "C"],
  "positions_angstrom": [[1.636, -1.005, 1.521], [-1.236, 0.697, 0.464], [2.438, 0.345, 0.673], [-1.218, -1.175, -0.876], [-0.349, 2.470, -0.271], [0.649, -0.386, -0.258], [1.411, 1.237, -1.192], [-0.698, -1.657, 0.804], [2.524, -1.321, -0.018], [-1.360, 1.624, -1.515], [0.555, 0.725, -1.040], [-1.894, 1.003, 1.508], [-2.137, 0.344, 2.335], [1.900, -0.606, 0.531], [-0.605, -0.938, -0.004], [-0.658, 1.497, -0.674]],
  "forces_ev_per_a": [[0.15, -0.06, -0.36], [-0.67, 0.20, 0.31], [-0.09, -0.43, -0.11], [-0.03, 0.28, 0.27], [-0.16, 0.00, -0.40], [-0.18, 0.55, 0.18], [-0.17, 0.10, 0.13], [0.05, 0.05, -0.07], [0.16, 0.05, 0.37], [0.27, -0.09, 0.32], [0.17, 0.03, -0.03], [0.24, -0.50, -0.18], [-0.09, 0.23, 0.00], [-0.04, -0.06, -0.18], [0.16, -0.52, 0.00], [0.24, 0.17, -0.26]]
}